Entry 1:
C9H14N4O3 | the ωB97M-V functional and the def2-TZVPD basis

The largest force on an atom is 3.8 eV/Å. The SMILES is C[C@H](N)C(=O)N[C@@H](Cc1c[nH]cn1)C(=O)O. The value obtained for the HOMO energy is -9.00 eV. Its energy above the lowest of the compared OMol25 structures with the same formula, charge and spin is 35.98 kcal per mole. The calculation puts the HOMO-LUMO gap at 9.5878 eV.

Each line ends with the Löwdin charge.
Element x y z (Å)
C  -1.049  0.551  1.960  -0.38
C  -0.719  0.757  0.477  -0.43
C  -1.704  1.850  2.430  -0.06
C  1.275  1.087  -1.063  -0.25
C  0.712  1.481  -2.426  -0.46
C  1.917  -0.270  -1.140  -0.07
C  0.940  -1.397  -0.919  -0.34
C  0.329  -2.041  -1.944  -0.04
C  -0.433  -2.765  -0.040  -0.20
H  0.000  0.152  3.732  0.07
H  0.631  -0.581  2.477  0.08
H  -1.747  -0.270  1.899  0.13
H  -2.752  1.806  1.994  0.10
H  -1.092  2.776  2.219  0.10
H  -1.725  1.757  3.581  0.10
H  1.085  1.356  0.983  0.14
H  1.992  1.895  -1.017  0.15
H  2.837  -0.316  -0.390  0.17
H  2.290  -0.357  -2.156  0.12
H  0.429  -2.118  -3.005  0.12
H  -1.142  -3.230  0.692  0.14
H  -1.038  -3.726  -1.939  0.21
H  -1.064  1.022  -1.810  0.09
N  0.209  0.356  2.748  0.02
N  0.483  1.368  0.135  0.13
N  0.447  -1.805  0.248  0.10
N  -0.631  -2.880  -1.351  0.05
O  -1.463  0.385  -0.425  0.05
O  1.581  1.818  -3.250  0.06
O  -0.598  1.336  -2.699  0.09

---

Entry 2:
C23H26Br3N5O2 | the ωB97M-V functional and the def2-TZVPD basis

The largest force on an atom is 1.0 eV/Å. The value obtained for the HOMO energy is -7.84 eV. Its energy above the lowest of the compared OMol25 structures with the same formula, charge and spin is 0.00 kcal per mole. The calculation puts the HOMO-LUMO gap at 6.9839 eV.

Each line ends with the Löwdin charge.
Element x y z (Å)
N  -35.850  -4.696  1.655  0.02
C  -34.601  -4.665  2.208  -0.14
C  -34.763  -4.574  3.567  -0.09
C  -36.148  -4.701  3.843  -0.16
C  -36.801  -4.747  2.640  -0.11
H  -36.022  -4.965  0.698  0.11
H  -33.733  -4.698  1.571  0.11
H  -33.967  -4.498  4.289  0.10
H  -36.553  -4.736  4.839  0.03
H  -37.835  -4.881  2.372  0.11
N  -35.634  -6.378  -2.264  0.01
C  -34.330  -6.750  -2.138  -0.13
C  -33.659  -5.715  -1.550  -0.11
C  -34.585  -4.647  -1.396  -0.13
C  -35.809  -5.091  -1.820  -0.15
H  -36.347  -6.932  -2.701  0.15
H  -33.970  -7.727  -2.410  0.11
H  -32.616  -5.627  -1.295  0.09
H  -34.410  -3.663  -0.993  0.10
H  -36.791  -4.653  -1.858  0.11
N  -33.664  -5.310  8.540  0.01
C  -33.244  -5.406  9.835  -0.14
C  -32.704  -6.647  10.005  -0.12
C  -32.821  -7.343  8.768  -0.12
C  -33.442  -6.496  7.901  -0.15
H  -34.298  -4.585  8.241  0.10
H  -33.388  -4.604  10.538  0.10
H  -32.294  -7.102  10.892  0.09
H  -32.677  -8.391  8.566  0.09
H  -33.731  -6.611  6.869  0.10
N  -32.928  -7.592  2.323  0.01
C  -32.786  -8.360  3.439  -0.14
C  -31.811  -9.280  3.177  -0.12
C  -31.406  -9.113  1.830  -0.11
C  -32.165  -8.098  1.316  -0.15
H  -33.640  -6.908  2.130  0.11
H  -33.386  -8.206  4.317  0.10
H  -31.452  -10.011  3.884  0.09
H  -30.673  -9.703  1.309  0.09
H  -32.201  -7.637  0.345  0.09
C  -39.663  -5.857  5.732  -1.65
Br  -40.521  -6.660  4.218  0.59
Br  -38.009  -6.742  6.154  0.63
Br  -40.809  -5.766  7.262  0.60
H  -39.412  -4.842  5.460  -0.06
C  -39.886  -1.770  5.249  -0.06
C  -38.833  -1.799  4.337  -0.05
C  -37.611  -2.298  4.744  -0.01
C  -37.466  -2.724  6.042  -0.17
C  -38.525  -2.775  6.936  -0.02
C  -39.755  -2.298  6.524  -0.09
N  -36.165  -3.229  6.475  -0.33
O  -35.231  -3.090  5.725  0.07
O  -36.109  -3.800  7.555  0.05
H  -40.833  -1.362  4.912  0.11
H  -38.931  -1.366  3.353  0.11
H  -36.763  -2.378  4.076  0.12
H  -38.354  -3.129  7.942  0.12
H  -40.593  -2.277  7.206  0.11

---

Entry 3:
H24O16S | the ωB97M-V functional and the def2-TZVPD basis

The largest force on an atom is 12.2 eV/Å. As for the charge: -2. The value obtained for the HOMO energy is -3.46 eV. Its energy above the lowest of the compared OMol25 structures with the same formula, charge and spin is 163.37 kcal per mole. The calculation puts the HOMO-LUMO gap at 8.7515 eV.

Each line ends with the Löwdin charge.
Element x y z (Å)
S  0.188  0.082  0.117  0.51
O  1.208  -0.954  0.409  -0.34
O  -0.151  0.101  -1.264  -0.26
O  -1.050  -0.119  0.860  -0.32
O  0.741  1.410  0.383  -0.28
O  -2.234  -0.622  -2.500  -0.01
H  -3.057  -0.592  -2.030  0.02
H  -1.513  -0.428  -2.029  -0.09
O  -0.347  2.846  2.612  -0.10
H  0.252  2.353  1.953  0.06
H  -0.020  2.588  3.532  0.08
O  -3.298  0.647  -0.059  -0.10
H  -2.547  0.402  0.428  -0.08
H  -4.045  0.004  0.387  0.13
O  1.244  -0.454  -3.346  -0.01
H  0.666  -0.222  -2.654  -0.05
H  1.209  0.296  -3.858  -0.02
O  0.499  -3.197  -0.491  0.01
H  0.552  -2.322  -0.132  -0.05
H  0.910  -3.954  -0.326  -0.04
O  -2.067  0.851  3.157  -0.14
H  -1.738  0.406  2.328  -0.01
H  -1.558  1.718  3.065  0.00
O  -2.395  -2.088  1.354  -0.10
H  -1.690  -1.390  1.185  -0.04
H  -1.966  -2.804  0.885  0.01
O  2.178  -2.391  2.344  -0.09
H  1.577  -2.089  3.006  0.01
H  1.903  -2.060  1.451  -0.01
O  3.339  1.491  0.320  -0.10
H  2.344  1.584  0.316  0.00
H  3.628  1.265  -0.586  0.04
O  -0.425  3.046  -0.448  -0.10
H  0.088  2.312  -0.102  -0.21
H  -0.460  2.749  -1.385  0.00
O  3.543  -1.607  -0.435  -0.04
H  3.856  -0.795  -0.158  -0.04
H  2.575  -1.624  -0.419  -0.01
O  -0.419  1.464  -2.718  -0.07
H  -0.127  0.826  -2.159  -0.27
H  -1.389  1.268  -2.993  0.11

---

Entry 4:
C30H35LuN8O6S | the ωB97M-V functional and the def2-TZVPD basis

The largest force on an atom is 4.7 eV/Å. As for the charge: +2. The value obtained for the HOMO energy is -12.90 eV. Its energy above the lowest of the compared OMol25 structures with the same formula, charge and spin is 77.84 kcal per mole. The calculation puts the HOMO-LUMO gap at 6.1154 eV.

Each line ends with the Löwdin charge.
Element x y z (Å)
Lu  -0.533  -0.388  -0.377  1.72
C  -5.057  -0.425  -1.144  0.02
C  -3.530  -0.299  -1.347  -0.21
N  -2.696  -1.017  -0.621  -0.08
N  -3.179  -1.893  0.301  0.06
C  -2.304  -2.239  1.190  -0.38
O  -1.061  -1.766  1.141  -0.24
C  -2.740  -3.143  2.315  -0.15
C  -4.064  -3.541  2.324  -0.04
C  -4.526  -4.345  3.340  -0.08
C  -3.744  -4.773  4.407  -0.06
C  -2.442  -4.339  4.368  -0.08
C  -1.865  -3.623  3.313  -0.01
C  -2.917  0.512  -2.365  -0.19
C  -3.752  1.327  -3.125  0.01
C  -3.229  2.235  -4.027  0.00
C  -1.849  2.130  -4.277  -0.02
C  -1.064  1.334  -3.455  -0.17
N  -1.527  0.603  -2.458  0.01
H  -5.170  -1.161  -0.354  0.07
H  -5.404  -0.733  -2.140  0.10
H  -5.593  0.468  -0.854  0.09
H  -4.709  -3.366  1.453  0.12
H  -5.609  -4.643  3.393  0.13
H  -4.110  -5.411  5.220  0.12
H  -1.758  -4.519  5.154  0.10
H  -0.799  -3.461  3.234  0.10
H  -4.804  1.353  -2.946  0.11
H  -3.932  2.852  -4.605  0.14
H  -1.372  2.818  -4.968  0.12
H  0.009  1.348  -3.698  0.12
C  -0.867  2.788  2.425  0.05
C  -0.725  2.701  0.940  -0.41
O  -0.890  1.564  0.400  -0.16
N  -0.438  3.813  0.198  0.12
C  -0.112  3.782  -1.209  -0.11
C  1.374  3.963  -1.395  -0.24
C  2.110  5.121  -1.015  0.01
C  3.507  5.193  -1.284  -0.02
C  4.151  3.989  -1.565  -0.02
C  3.327  2.894  -1.942  -0.16
N  2.054  2.836  -1.787  0.09
H  -1.112  3.819  2.750  0.11
H  0.165  2.540  2.729  0.09
H  -1.522  2.005  2.809  0.11
H  -0.662  4.659  0.659  0.14
H  -0.620  4.648  -1.737  0.16
H  -0.325  2.781  -1.666  0.09
H  1.612  5.981  -0.627  0.10
H  4.054  6.096  -1.321  0.10
H  5.205  3.829  -1.615  0.10
H  3.721  1.957  -2.312  0.08
C  3.361  1.699  2.444  -0.12
C  2.714  0.466  3.002  -0.26
S  2.336  -0.906  1.823  0.82
O  1.844  -1.911  2.753  -0.30
O  1.465  -0.334  0.702  -0.49
C  3.747  -1.558  0.839  -0.17
C  3.546  -2.678  -0.131  -0.06
N  2.332  -2.599  -1.092  0.10
C  1.110  -2.996  -0.824  -0.35
N  0.147  -2.350  -1.534  0.03
C  0.820  -1.381  -2.308  -0.09
C  2.196  -1.589  -2.057  -0.15
N  3.279  -0.900  -2.552  -0.26
O  2.890  0.070  -3.287  0.06
O  4.480  -1.242  -2.396  0.09
C  0.716  -4.178  0.001  0.06
H  3.033  2.624  2.987  0.10
H  3.157  1.756  1.392  0.05
H  4.492  1.658  2.447  0.11
H  1.731  0.686  3.476  0.11
H  3.304  -0.052  3.803  0.13
H  4.460  -1.796  1.627  0.12
H  4.209  -0.691  0.308  0.12
H  3.378  -3.613  0.332  0.11
H  4.392  -2.741  -0.829  0.13
H  0.261  -0.990  -3.185  0.13
H  0.001  -3.806  0.709  0.07
H  1.584  -4.630  0.463  0.09
H  0.338  -4.875  -0.740  0.11

---

Entry 5:
C5H12AlNO6P | the ωB97M-V functional and the def2-TZVPD basis

The largest force on an atom is 3.1 eV/Å. As for the charge: -1. The value obtained for the HOMO energy is -5.27 eV. Its energy above the lowest of the compared OMol25 structures with the same formula, charge and spin is 0.00 kcal per mole. The calculation puts the HOMO-LUMO gap at 8.2742 eV.

Each line ends with the Löwdin charge.
Element x y z (Å)
C  2.741  0.043  0.959  0.00
C  2.276  -1.003  -0.070  -0.50
O  2.777  -2.056  -0.144  0.14
N  1.171  -0.712  -0.973  -0.05
C  1.341  0.610  -1.598  -0.10
C  -0.054  -0.804  -0.137  -0.41
O  -0.415  -2.152  -0.191  -0.22
Al  -2.224  -2.364  0.134  0.22
O  -2.449  -0.565  -0.128  -0.32
C  -1.261  0.133  -0.499  -0.35
P  -1.461  1.670  0.503  0.52
O  -0.187  2.387  0.737  -0.32
O  -2.117  1.353  1.951  -0.12
O  -2.510  2.702  -0.191  -0.13
H  3.813  0.252  0.885  0.08
H  2.519  -0.377  1.950  0.09
H  2.170  0.975  0.848  0.06
H  2.388  0.664  -1.952  0.09
H  1.201  1.472  -0.920  0.06
H  0.717  0.749  -2.491  0.08
H  0.125  -0.647  0.958  0.14
H  -2.993  -3.235  -0.964  -0.11
H  -2.303  -2.927  1.633  -0.10
H  -1.444  0.274  -1.584  0.13
H  -1.543  0.712  2.398  0.08
H  -2.276  2.846  -1.117  0.08